(1)
DFT (ωB97M-V/def2-TZVPD) results for C4H4LiO2 as an isolated structure.

Last column: Mulliken charge in e.
CARTESIAN COORDINATES (ANGSTROEM)
O: -2.554 1.799 -0.184  0.0199
C: -1.648 1.292 -0.649  0.5695
C: -0.284 1.139 -0.511  -0.2916
C: 0.417 -0.134 -0.555  0.1271
C: 1.159 -0.572 0.670  -0.4332
H: 0.776 -0.492 -1.523  0.4584
H: 2.019 -1.223 0.500  0.3055
H: 1.147 0.057 1.561  0.3032
H: 0.035 2.072 0.084  0.4067
Li: -0.971 -2.821 0.287  0.9637
O: -0.096 -1.117 0.321  -0.4292

Computed properties:
**Charge**: +2
**Multiplicity**: 2
**Energy relative to the best compared isomer or geometry (same formula, charge and spin)**: 175.55 kJ/mol
**HOMO-LUMO gap (spin up / spin down)**: 0.3754 / 0.3129 Eh
**Total energy**: -8491.1389 eV
**LUMO energy (spin up / spin down)**: -0.395 / -0.465 Eh
**<S²>**: 0.76

=====

(2)
DFT (ωB97M-V/def2-TZVPD) results for an isolated ion of composition C4H4N and charge +1.

Last column: Mulliken charge in e.
CARTESIAN COORDINATES (ANGSTROEM)
C: 2.399 -0.554 -0.048  0.0202
C: 0.306 0.785 -0.011  -0.1622
C: -0.861 0.186 -0.128  0.2005
C: -2.009 -0.371 -0.065  -0.4591
N: 1.467 0.074 -0.106  0.0994
H: 3.377 -1.106 -0.060  0.4197
H: 0.604 1.874 0.207  0.3242
H: -2.361 -0.349 0.990  0.2474
H: -2.921 -0.541 -0.779  0.3100

Computed properties:
**Charge**: +1
**Energy relative to the best compared isomer or geometry (same formula, charge and spin)**: 0.00 kJ/mol
**SMILES**: C#[N+]C=C=C
**HOMO-LUMO gap**: 0.3720 Eh
**Total energy**: -5691.6569 eV
**LUMO energy**: -0.182 Eh